Entry 1:
DFT (ωB97M-V/def2-TZVPD) results for a structure of composition C2H2AuFLiO2 in a non-equilibrium geometry.

Structure (XYZ):
```
9
Properties=species:S:1:pos:R:3
F -0.7190 0.9852 1.9871
C -0.5382 0.7008 0.6275
C -1.1683 1.5549 -0.1929
H -1.2078 1.3335 -1.2617
H -1.6968 2.4437 0.1705
O 1.4373 -2.0457 0.4349
O 1.8318 -1.5648 -0.9561
Li 1.0728 -3.0859 -0.8742
Au 0.9882 -0.3218 0.0649
```

- Spin multiplicity: 3
- Net charge: +1
- DFT total energy: -12800.55841 eV

---

Entry 2:
DFT (ωB97M-V/def2-TZVPD) results for a cluster of 2 separate species, C4H10O in total.

Structure (XYZ):
```
15
Properties=species:S:1:pos:R:3
C 0.6548 0.7109 1.1813
C 0.2530 -0.1172 0.2219
C -0.5709 -1.3462 0.4808
C 0.6078 0.1020 -1.2242
O 1.7965 0.8518 -1.3301
H 1.2871 1.5618 0.9532
H 0.3587 0.5533 2.2164
H -1.0970 -1.2987 1.4389
H -1.3120 -1.5273 -0.3091
H 0.1041 -2.2097 0.4972
H -0.2409 0.6256 -1.6988
H 0.6976 -0.8755 -1.7281
H 1.9216 1.0765 -2.2585
H -2.5667 0.7969 0.7223
H -1.8938 1.0958 0.8368
```

- Energy above the lowest of the compared OMol25 structures with the same formula, charge and spin: 44.3 kcal per mole
- SMILES: C=C(C)CO.[H][H]
- DFT total energy: -6355.88069 eV

---

Entry 3:
DFT (ωB97M-V/def2-TZVPD) results for a structure of composition C29H38N3O3P2RhS3Te in a non-equilibrium geometry.

Structure (XYZ):
```
80
Properties=species:S:1:pos:R:3
Rh -0.2095 -0.6777 0.2827
S -1.6459 -2.9870 3.9137
C -1.3042 -2.0876 2.6120
S -0.2882 -0.6982 2.6217
S -1.8756 -2.3889 1.0134
O 3.8136 0.2895 0.7437
C 2.6190 0.4040 0.5877
O 1.8544 -0.4267 -0.0803
C 1.8505 1.5647 1.1724
P 0.2983 1.5369 0.2629
C -0.7221 2.8429 0.9899
C -0.6571 3.1017 2.3589
C -1.4972 4.0492 2.9309
C -2.4091 4.7382 2.1423
C -2.4870 4.4761 0.7810
C -1.6543 3.5247 0.2109
C 0.7051 2.1343 -1.3930
C 0.7884 1.2410 -2.4585
C 1.1882 1.6847 -3.7106
C 1.5037 3.0228 -3.9033
C 1.4111 3.9219 -2.8478
C 1.0134 3.4803 -1.5936
H 2.3785 2.5101 1.0754
H 1.6826 1.3530 2.2291
H 0.0437 2.5667 2.9865
H -1.4375 4.2471 3.9936
H -3.0590 5.4808 2.5877
H -3.2080 5.0015 0.1677
H -1.7030 3.3318 -0.8533
H 0.5562 0.1961 -2.3020
H 1.2583 0.9847 -4.5346
H 1.8261 3.3670 -4.8780
H 1.6485 4.9666 -3.0005
H 0.9421 4.1839 -0.7727
C 4.5001 -3.7265 0.5461
N 3.1086 -3.3214 0.6929
C 2.7917 -2.6797 1.9683
P 2.0286 -3.4103 -0.5248
O 0.7120 -2.8090 -0.1426
N 1.7126 -4.9884 -0.9326
C 2.7062 -5.8503 -1.5515
C 0.7389 -5.7251 -0.1306
N 2.7729 -2.8623 -1.8805
C 1.9897 -2.8461 -3.1132
C 3.8542 -1.8807 -1.8591
H 5.1677 -2.8678 0.6649
H 4.6821 -4.1686 -0.4326
H 4.7579 -4.4676 1.3073
H 3.3961 -1.7778 2.1073
H 2.9984 -3.3736 2.7878
H 1.7416 -2.4087 2.0060
H 3.4071 -5.2636 -2.1432
H 2.2123 -6.5614 -2.2188
H 3.2728 -6.4309 -0.8109
H 0.0430 -5.0399 0.3474
H 1.2297 -6.3274 0.6450
H 0.1682 -6.4010 -0.7722
H 1.0915 -3.4501 -3.0094
H 2.5719 -3.2448 -3.9499
H 1.6969 -1.8197 -3.3594
H 4.1442 -1.6292 -0.8453
H 3.5244 -0.9511 -2.3296
H 4.7238 -2.2586 -2.4059
C -3.3164 0.7152 1.5174
Te -2.9662 -0.0117 -0.4393
C -4.1383 1.6826 -1.0649
C -4.7726 2.2504 0.1805
C -5.7465 3.2467 0.1017
C -6.3040 3.7816 1.2511
C -5.8988 3.3132 2.4990
C -4.9459 2.3114 2.5816
C -4.3770 1.7757 1.4251
H -2.3800 1.1127 1.8968
H -3.6025 -0.1215 2.1508
H -4.8939 1.3077 -1.7551
H -3.5385 2.4191 -1.5994
H -6.0656 3.6051 -0.8724
H -7.0586 4.5556 1.1774
H -6.3300 3.7264 3.4031
H -4.6347 1.9353 3.5501
```

- DFT total energy: -102689.67649 eV

---

Entry 4:
DFT (ωB97M-V/def2-TZVPD) results for a cluster of 7 separate species, C22H51Cl4NO8 in total in a non-equilibrium geometry.

Structure (XYZ):
```
86
Properties=species:S:1:pos:R:3
C -2.6060 -1.9941 3.5061
C -1.1153 -2.0986 3.0488
C -0.3492 -0.8273 3.3098
C -0.9228 0.2470 2.5276
N -1.4021 1.1465 1.9971
H -2.6386 -1.8525 4.5873
H -3.2418 -2.8746 3.2041
H -3.0786 -1.0973 3.0932
H -0.9758 -2.3471 1.9896
H -0.6365 -2.8797 3.6685
H 0.6954 -0.9247 2.9825
H -0.4040 -0.5713 4.4045
C 3.9587 4.6899 0.7534
O 2.9028 5.3121 -0.0019
C 1.8851 5.8369 0.8461
C 0.9320 6.6702 -0.1354
O -0.0126 5.7649 -0.7483
C -0.8863 6.4750 -1.5401
H 4.2984 5.4292 1.4867
H 4.7214 4.4346 0.0170
H 3.6181 3.7719 1.2343
H 2.2447 6.5960 1.5751
H 1.2759 5.0869 1.2574
H 1.5963 7.0555 -0.8619
H 0.3297 7.3471 0.4685
H -0.2910 7.0109 -2.3440
H -1.4062 7.2581 -1.0028
H -1.6317 5.8310 -1.9849
C -3.7236 1.4093 -0.8824
O -4.5539 0.4739 -0.2228
C -4.1098 -0.8731 -0.3222
C -5.2218 -1.7484 0.1974
O -5.3791 -1.3401 1.4947
C -6.5318 -1.9068 2.0833
H -2.7330 1.3778 -0.5084
H -4.1675 2.3749 -0.6058
H -3.6438 1.2363 -1.9559
H -3.2007 -1.0478 0.3229
H -4.0828 -1.0542 -1.3675
H -4.8500 -2.7554 0.1459
H -6.1108 -1.5528 -0.3926
H -6.4534 -1.7589 3.1660
H -6.5636 -2.9925 1.8780
H -7.4376 -1.4370 1.7105
C 5.2700 -7.7776 2.5400
O 4.3864 -7.2245 1.6252
C 3.0360 -7.4029 1.9141
C 2.2057 -6.3226 1.1542
O 2.4875 -5.0430 1.7879
C 1.8150 -4.0211 1.0725
H 5.4521 -8.8097 2.2608
H 4.9914 -7.6786 3.5997
H 6.1765 -7.2094 2.4142
H 2.8358 -7.1865 2.9526
H 2.6883 -8.4134 1.6688
H 1.1491 -6.6097 1.3053
H 2.4795 -6.2754 0.1231
H 2.2471 -3.8700 0.1052
H 1.9904 -3.1089 1.6528
H 0.7483 -4.2458 0.9591
C -0.9643 -0.4562 -3.4144
O -0.6750 0.7939 -2.7762
C -0.8235 1.8957 -3.6820
C 0.0065 3.0624 -3.2151
O 1.3795 2.6718 -3.2347
C 2.2023 3.6932 -2.7003
H -0.5134 -1.2527 -2.8564
H -0.5747 -0.4572 -4.4300
H -2.0353 -0.7185 -3.5443
H -1.8615 2.2799 -3.6560
H -0.4971 1.6137 -4.7335
H -0.2941 3.3653 -2.1785
H -0.2302 3.8266 -3.9520
H 2.0404 3.8102 -1.6505
H 2.0129 4.6315 -3.1810
H 3.1995 3.4203 -2.9672
Cl 4.0015 0.6282 -2.8434
C 2.5345 -0.0082 -3.5864
Cl 2.6503 -1.6918 -4.0642
H 1.7150 0.0458 -2.8558
H 2.1604 0.5058 -4.4432
Cl 0.5030 -0.8828 -0.3659
C 1.2568 0.6850 0.1342
Cl 2.7524 0.3826 0.9927
H 1.5035 1.2164 -0.7744
H 0.4947 1.2366 0.7635
```

- SMILES: CCCC#N.COCCOC.COCCOC.COCCOC.COCCOC.ClCCl.ClCCl
- DFT total energy: -91594.89140 eV

---

Entry 5:
DFT (ωB97M-V/def2-TZVPD) results for the molecule C3H6N2S2 in a non-equilibrium geometry.

Structure (XYZ):
```
13
Properties=species:S:1:pos:R:3
N -1.1449 0.7553 1.6474
N -0.8636 1.5093 0.5874
C 0.0409 1.1989 -0.2362
C 0.9696 -0.0285 -0.0976
C 0.2057 -1.3161 -0.4521
S -0.4980 -2.3892 0.5938
S 0.1074 -1.6781 -2.1449
H -2.0746 0.9448 1.9649
H -0.8884 -0.2384 1.7264
H 0.1523 1.9527 -0.9987
H 1.7824 0.0159 -0.8485
H 1.4009 -0.1039 0.8837
H 0.8104 -0.6229 -2.6255
```

- Energy above the lowest of the compared OMol25 structures with the same formula, charge and spin: 43.2 kcal per mole
- SMILES: N/N=C\CC(=S)S
- DFT total energy: -27857.22248 eV

---

Entry 6:
DFT (ωB97M-V/def2-TZVPD) results for a structure of composition C31H47MnNO3P2S in a non-equilibrium geometry.

Structure (XYZ):
```
86
Properties=species:S:1:pos:R:3
Mn 0.9706 0.7386 0.7358
C 1.4583 2.8756 0.8295
C 0.5984 2.4751 1.9334
C 2.7591 1.6941 2.3474
C 2.7972 2.4463 1.1521
C 1.4141 1.6954 2.8391
C 1.0964 3.7579 -0.3063
H 0.0083 3.8196 -0.4340
H 1.5384 3.3572 -1.2324
H 1.4805 4.7790 -0.1578
C 4.0196 2.9018 0.4604
H 3.8796 2.8656 -0.6262
H 4.8803 2.2679 0.7140
H 4.2762 3.9373 0.7370
C 3.9419 1.1468 3.0483
H 4.5571 1.9497 3.4793
H 4.5660 0.5603 2.3612
H 3.6407 0.4796 3.8610
C 1.0197 1.2161 4.1874
H 1.4424 1.8667 4.9725
H 1.3987 0.1998 4.3764
H -0.0689 1.2173 4.3146
C -0.7733 2.9665 2.2030
H -0.7662 3.8598 2.8443
H -1.3737 2.2069 2.7179
H -1.2840 3.2415 1.2747
C -4.0177 -1.0094 -3.0833
C -4.5683 0.1830 -2.8034
C -5.9503 0.3532 -2.2488
C -6.3675 -0.6742 -1.1534
C -5.3055 -1.0906 -0.1786
C -4.5236 -2.1749 -0.3013
C -4.4363 -3.0476 -1.5173
C -4.6925 -2.3350 -2.8789
H -6.7034 0.2818 -3.0551
H -6.8038 -1.5512 -1.6498
H -6.0535 1.3708 -1.8393
H -5.7784 -2.2501 -3.0233
H -3.0555 -1.0585 -3.6079
H -4.0575 1.1114 -3.0904
H -4.3322 -3.0153 -3.6707
H -3.4395 -3.5198 -1.5427
H -3.9354 -2.5167 0.5611
H -5.1526 -3.8848 -1.4397
H -7.1861 -0.2135 -0.5727
H -5.2629 -0.4864 0.7362
P -0.7111 0.2614 -0.8692
P -0.0972 -1.1777 1.7926
C -1.5017 -1.3978 -0.5940
C -0.7871 -2.2478 0.4486
H -1.5729 -1.9257 -1.5553
H -2.5332 -1.1906 -0.2826
H -1.4747 -2.9735 0.9126
H 0.0599 -2.7995 0.0095
C 0.8034 -2.3640 2.8192
H 1.2996 -1.8469 3.6494
H 1.5720 -2.8727 2.2199
H 0.0944 -3.1065 3.2127
C -1.5729 -0.6607 2.7341
H -2.2728 -1.4994 2.8419
H -2.0965 0.1717 2.2434
H -1.2707 -0.3259 3.7333
C -0.3606 0.2720 -2.6425
H 0.4148 1.0233 -2.8480
H -1.2806 0.4810 -3.2133
H 0.0419 -0.7107 -2.9383
C -2.1259 1.3856 -0.5910
H -2.3928 1.4119 0.4749
H -3.0111 1.0824 -1.1678
H -1.8312 2.3983 -0.8981
O 2.6608 1.3469 -2.0769
C 3.1170 0.3551 -1.4747
N 2.4830 -0.2056 -0.3775
S 3.2009 -1.6253 0.1715
O 3.6423 -1.4704 1.5411
O 2.3868 -2.7713 -0.1637
C 4.5460 -1.4406 -0.9118
C 5.6940 -2.2262 -0.8964
C 6.7058 -1.8953 -1.8008
C 6.5450 -0.8055 -2.6793
C 5.3905 -0.0216 -2.6603
C 4.3710 -0.3639 -1.7638
H 5.7759 -3.0464 -0.1844
H 7.6188 -2.4872 -1.8233
H 7.3607 -0.5718 -3.3645
H 5.2533 0.8464 -3.3003
```

- Energy above the lowest of the compared OMol25 structures with the same formula, charge and spin: 0.0 kcal per mole
- Spin multiplicity: 5
- Net charge: +1
- DFT total energy: -101270.23016 eV

---

Entry 7:
DFT (ωB97M-V/def2-TZVPD) results for the molecule C2H5N3OS2 in a non-equilibrium geometry.

Structure (XYZ):
```
13
Properties=species:S:1:pos:R:3
N 1.3131 0.7014 1.2972
C 0.0357 0.5804 1.6880
S -0.4580 0.3888 3.2564
N -0.9071 0.7409 0.6902
O -0.4528 0.5564 -0.6160
C -0.4938 -0.7209 -1.1211
N 0.0147 -0.6904 -2.3662
S -1.0834 -2.0318 -0.3349
H 1.5661 0.9089 0.3639
H 2.0216 0.6789 2.0145
H -1.7412 0.1854 0.8558
H -0.0468 -1.5266 -2.9475
H 0.2318 0.2287 -2.7804
```

- Energy above the lowest of the compared OMol25 structures with the same formula, charge and spin: 17.5 kcal per mole
- SMILES: NC(=S)NOC(N)=S
- DFT total energy: -30342.50900 eV

---

Entry 8:
DFT (ωB97M-V/def2-TZVPD) results for a structure of composition C4H7N3O in a non-equilibrium geometry.

Structure (XYZ):
```
15
Properties=species:S:1:pos:R:3
C 0.1290 -1.4340 -0.1246
C -1.0035 -0.7281 -0.2244
C 1.4590 0.6116 0.0851
C 1.2818 -0.8286 0.5801
N 2.6342 1.0010 -0.1731
N -1.0915 0.4870 0.4187
N -2.1088 1.2599 0.1086
O 0.3868 1.3280 -0.0489
H 0.2488 -2.3819 -0.6234
H -1.8625 -1.0602 -0.7940
H 1.0756 -0.7445 1.6499
H 2.2125 -1.3635 0.4202
H 2.6792 1.9664 -0.4915
H -2.1450 2.1048 0.6634
H -2.3488 1.3971 -0.8735
```

- Energy above the lowest of the compared OMol25 structures with the same formula, charge and spin: 83.9 kcal per mole
- DFT total energy: -10776.11005 eV

---

Entry 9:
DFT (ωB97M-V/def2-TZVPD) results for a structure of composition H27O13 in a non-equilibrium geometry.

Structure (XYZ):
```
40
Properties=species:S:1:pos:R:3
O -2.2985 3.0219 -0.2303
H 2.0809 -0.1934 -0.9603
H 0.6652 0.8219 -1.6751
O -3.2993 0.0729 -2.1135
H 2.9227 -1.0506 0.2610
H 3.0564 -3.3379 1.0590
O 2.7010 2.7223 -0.5829
H -2.7789 -0.5585 -2.5053
O 2.2094 -3.6382 0.8226
H 1.8225 2.3223 2.3913
H 1.9169 -3.4033 1.7052
O 1.4717 1.7794 1.5747
H -2.8463 3.3427 -0.9373
H -2.9665 0.6643 -0.7452
O -3.1564 0.9235 0.2898
H 2.1341 -0.6675 2.2326
H -3.4618 1.8113 0.2191
O 1.3961 -0.8407 1.4789
H 0.0273 0.1044 -0.3917
H 0.7916 -1.5151 1.9948
O -1.1007 -1.1101 -3.2070
H -1.0012 -1.3016 -4.0451
H 1.7968 2.0444 0.7515
O -0.7402 -1.8470 2.2216
H -0.1403 1.3898 1.3791
H -1.1461 -1.1132 2.7210
O 0.5762 -2.7806 -1.2589
H 1.3876 -2.8084 -1.6771
H 0.6785 -2.3560 -0.4078
O 2.9167 -0.6364 -0.5203
H -0.7631 -2.0267 -2.8277
H -1.6565 3.8200 0.1070
O -1.1237 1.0002 1.7380
H -1.2950 -2.6693 2.3122
H -1.2969 1.9679 2.0550
O 0.7042 0.6388 -0.7504
H 2.5074 1.9034 -1.0763
H -4.1530 -0.2383 -1.8724
H -2.1999 1.0399 1.1219
H 3.6610 2.7014 -0.6518
```

- Energy above the lowest of the compared OMol25 structures with the same formula, charge and spin: 111.6 kcal per mole
- Net charge: +1
- DFT total energy: -27046.23359 eV

---

Entry 10:
DFT (ωB97M-V/def2-TZVPD) results for a cluster of 3 separate species, C5H17NO2 in total in a non-equilibrium geometry.

Structure (XYZ):
```
25
Properties=species:S:1:pos:R:3
C -0.4068 -0.6605 -2.4260
C -0.2386 0.0252 -1.0770
C -1.5412 0.6211 -0.4923
C -1.5701 0.7487 1.0294
N -0.3495 1.2273 1.7002
C -0.0913 2.6606 1.5731
H 0.4775 -1.1523 -2.8139
H -0.8363 0.0804 -3.1011
H -1.2164 -1.3943 -2.3808
H 0.0538 -0.5996 -0.2307
H 0.4500 0.8595 -1.2187
H -1.4889 1.6305 -0.9382
H -2.5082 0.2796 -0.8692
H -2.3614 1.4766 1.2140
H -1.7073 -0.2099 1.5388
H 0.4419 0.6379 1.4926
H 0.6837 3.0477 0.8887
H -0.9939 3.2047 1.3064
H 0.3301 2.9285 2.5457
O 0.9927 -2.9570 -0.8109
H 1.7343 -3.5717 -0.8258
H 1.2646 -2.1678 -0.3623
O 2.3054 -1.0935 0.7429
H 3.0977 -0.6337 0.4691
H 1.5403 -0.9385 0.1851
```

- Energy above the lowest of the compared OMol25 structures with the same formula, charge and spin: 45.2 kcal per mole
- SMILES: CCCCNC.O.O
- DFT total energy: -11044.29733 eV

---

Entry 11:
DFT (ωB97M-V/def2-TZVPD) results for a cluster of 2 separate species, C4H2BrCl2F3 in total in a non-equilibrium geometry.

Structure (XYZ):
```
12
Properties=species:S:1:pos:R:3
C -1.9598 -0.7305 0.6826
C -0.9422 -1.1958 0.1231
C 1.0216 0.0787 0.4156
C 1.0599 1.1128 -0.7249
F 0.8922 0.6439 1.6116
F 2.1119 1.9586 -0.7260
F 1.1363 0.5392 -1.9368
Cl 2.3081 -1.0430 0.2510
Cl -0.4709 2.1735 -0.6306
Br -0.3184 -2.7262 -0.7220
H -3.0130 -1.0141 0.5063
H -1.8256 0.2030 1.1500
```

- Energy above the lowest of the compared OMol25 structures with the same formula, charge and spin: 24.6 kcal per mole
- DFT total energy: -107416.33358 eV

---

Entry 12:
DFT (ωB97M-V/def2-TZVPD) results for the molecule C2H2S2 in a non-equilibrium geometry.

Structure (XYZ):
```
6
Properties=species:S:1:pos:R:3
S -0.0562 1.0326 1.9409
C 0.3343 -0.0307 0.6099
C -0.3225 0.0170 -0.6343
S -0.0612 -1.0278 -1.9881
H 1.2968 -0.4715 0.8486
H -1.1912 0.4803 -0.7771
```

- Energy above the lowest of the compared OMol25 structures with the same formula, charge and spin: 32.4 kcal per mole
- SMILES: S=CC=S
- DFT total energy: -23774.21079 eV

---

> What is the DFT total energy in the fifth record?

-27857.22248 eV

---

> DFT total energy of number 6 (C31H47MnNO3P2S)?

-101270.23016 eV

---

Please write out number 5 again, unchanged.
DFT (ωB97M-V/def2-TZVPD) results for the molecule C3H6N2S2 in a non-equilibrium geometry.

Structure (XYZ):
```
13
Properties=species:S:1:pos:R:3
N -1.1449 0.7553 1.6474
N -0.8636 1.5093 0.5874
C 0.0409 1.1989 -0.2362
C 0.9696 -0.0285 -0.0976
C 0.2057 -1.3161 -0.4521
S -0.4980 -2.3892 0.5938
S 0.1074 -1.6781 -2.1449
H -2.0746 0.9448 1.9649
H -0.8884 -0.2384 1.7264
H 0.1523 1.9527 -0.9987
H 1.7824 0.0159 -0.8485
H 1.4009 -0.1039 0.8837
H 0.8104 -0.6229 -2.6255
```

- Energy above the lowest of the compared OMol25 structures with the same formula, charge and spin: 43.2 kcal per mole
- SMILES: N/N=C\CC(=S)S
- DFT total energy: -27857.22248 eV

---

> Which of these has the highest DFT total energy?

C4H10O